(1)
Density functional theory data (wB97M-V/def2-TZVPD) for a cluster of 2 separate species, C3H4S in total at a distorted geometry.

Atoms and positions in Å:
C (-0.28, -1.28, -0.25)
C (0.58, -1.20, -1.10)
C (-0.21, 1.12, 0.77)
S (0.89, 1.46, -0.40)
H (-0.90, -1.40, 0.69)
H (1.06, -0.81, -1.97)
H (-0.85, 0.23, 0.81)
H (-0.30, 1.88, 1.44)

SMILES: C#C.C=S
DFT total energy (eV): -14006.318
E_LUMO (alpha / beta) (Ha): -0.0217 / -0.0216
F_max (eV Å⁻¹): 3.4
HOMO-LUMO gap (alpha / beta) (eV): 7.907 / 7.908

***

(2)
Density functional theory data (wB97M-V/def2-TZVPD) for an isolated molecule of C3H4S at a distorted geometry.

Atoms and positions in Å:
C (1.15, 0.12, 0.04)
C (-0.03, 0.22, 0.07)
C (-1.50, 0.21, 0.12)
S (2.83, -0.07, 0.15)
H (3.18, -0.95, -0.82)
H (-1.87, -0.49, -0.74)
H (-1.99, 1.30, 0.20)
H (-1.76, -0.35, 0.99)

SMILES: CC#CS
DFT total energy (eV): -14008.667
E_LUMO (Ha): 0.0293
F_max (eV Å⁻¹): 3.0
HOMO-LUMO gap (eV): 9.487

***

(3)
Density functional theory data (wB97M-V/def2-TZVPD) for an isolated molecule of C3H4S at a distorted geometry.

Atoms and positions in Å:
C (0.53, -0.41, -0.74)
C (0.08, -0.48, 0.72)
C (-0.65, 0.60, 0.01)
S (0.49, 1.22, 1.24)
H (1.20, 0.42, -1.02)
H (0.21, -1.18, -1.45)
H (-0.27, -1.22, 1.29)
H (-1.59, 1.05, -0.05)

DFT total energy (eV): -14003.786
Expectation value of S²: 2.01
E_LUMO (alpha / beta) (Ha): 0.0403 / -0.0746
Multiplicity: 3
F_max (eV Å⁻¹): 4.3
HOMO-LUMO gap (alpha / beta) (eV): 5.615 / 7.925

***

(4)
Density functional theory data (wB97M-V/def2-TZVPD) for an isolated molecule of C3H4S2 at a distorted geometry.

Atoms and positions in Å:
C (-0.31, 1.21, 1.32)
C (-0.48, 0.54, 0.02)
C (0.80, -0.17, -0.40)
S (0.40, 0.89, 2.68)
S (1.55, -1.03, 0.82)
H (-1.40, -0.09, 0.01)
H (-0.81, 1.46, -0.69)
H (1.62, 0.53, -0.73)
H (0.49, -1.71, 1.47)

DFT total energy (eV): -24841.890
E_LUMO (alpha / beta) (Ha): -0.0109 / -0.0210
F_max (eV Å⁻¹): 3.7
HOMO-LUMO gap (alpha / beta) (eV): 7.450 / 7.027

***

(5)
Density functional theory data (wB97M-V/def2-TZVPD) for an isolated molecule of C3H4S2 at a distorted geometry.

Atoms and positions in Å:
C (-1.64, 0.07, -0.22)
C (-0.25, 0.46, 0.01)
C (0.84, -0.59, 0.30)
H (-2.08, -0.49, 0.88)
H (-2.41, 0.85, -0.41)
H (-1.46, -0.73, -1.11)
H (1.72, -0.13, 0.65)
S (0.09, 1.99, 0.48)
S (0.57, -1.93, -0.51)

SMILES: CC(=S)C=S
DFT total energy (eV): -24843.480
E_LUMO (Ha): -0.0636
F_max (eV Å⁻¹): 4.4
HOMO-LUMO gap (eV): 6.985

***

(6)
Density functional theory data (wB97M-V/def2-TZVPD) for a structure of composition C3H4S2 at a distorted geometry.

Atoms and positions in Å:
C (0.34, -0.87, 1.05)
C (-0.76, 0.53, -0.90)
C (0.39, 0.08, -0.05)
S (1.62, -1.46, 1.86)
S (-0.32, 1.65, 0.38)
H (-0.72, -1.06, 1.48)
H (-0.30, 0.91, -1.84)
H (-1.72, 0.09, -0.96)
H (1.46, 0.12, -1.02)

DFT total energy (eV): -24841.250
Expectation value of S²: 2.01
E_LUMO (alpha / beta) (Ha): 0.0263 / -0.0916
Multiplicity: 3
F_max (eV Å⁻¹): 4.7
HOMO-LUMO gap (alpha / beta) (eV): 7.507 / 6.369

***

(7)
Density functional theory data (wB97M-V/def2-TZVPD) for a structure of composition C3H5AgO5 at a distorted geometry.

Atoms and positions in Å:
O (-2.97, 3.43, 2.20)
C (-3.68, 2.45, 1.64)
C (-5.01, 2.01, 2.30)
O (-5.13, 0.63, 2.29)
H (-2.40, 3.10, 3.01)
H (-1.25, 1.23, 1.21)
H (-3.60, 2.35, 0.55)
H (-5.84, 2.47, 1.73)
H (-5.04, 2.44, 3.31)
Ag (-3.44, -0.25, 2.22)
O (-1.46, 0.30, 1.71)
C (-0.98, 0.24, 3.02)
O (-1.79, -0.51, 3.65)
O (-0.38, 1.22, 3.46)

DFT total energy (eV): -17422.750
Expectation value of S²: 2.01
E_LUMO (alpha / beta) (Ha): -0.0028 / -0.1240
Multiplicity: 3
F_max (eV Å⁻¹): 6.1
HOMO-LUMO gap (alpha / beta) (eV): 8.802 / 6.146

***

(8)
Density functional theory data (wB97M-V/def2-TZVPD) for a cluster of 2 separate species, C3H5B in total at a distorted geometry.

Atoms and positions in Å:
B (1.37, 0.27, 0.37)
C (-3.44, -0.42, -0.30)
C (-2.21, -0.50, 0.49)
C (-2.41, 0.31, -0.66)
H (0.93, -0.05, 1.45)
H (1.86, -0.56, -0.23)
H (-4.51, -0.63, -0.47)
H (1.25, 1.42, 0.15)
H (-2.00, 1.11, -1.14)

SMILES: C1=CC=1.B
DFT total energy (eV): -3862.101
E_LUMO (Ha): 0.0095
F_max (eV Å⁻¹): 2.4
HOMO-LUMO gap (eV): 9.644

***

(9)
Density functional theory data (wB97M-V/def2-TZVPD) for a cluster of 2 separate species, C3H5BN2O2 in total at a distorted geometry.

Atoms and positions in Å:
B (-1.32, 0.78, 0.12)
C (1.69, 0.14, 0.49)
C (0.90, 1.01, 2.64)
C (1.17, -1.06, 0.11)
N (1.55, 0.63, 1.75)
N (-1.47, 1.25, -1.03)
O (0.37, 1.37, 3.61)
O (-1.70, 0.46, 1.31)
H (2.64, 0.38, -0.06)
H (0.59, -1.63, 0.80)
H (1.18, -1.58, -0.83)
H (-1.33, 1.37, -2.04)
H (-2.31, 1.02, 1.81)

SMILES: [H]/N=B/O.C=CN=C=O
DFT total energy (eV): -10942.981
E_LUMO (Ha): 0.0129
F_max (eV Å⁻¹): 3.8
HOMO-LUMO gap (eV): 9.653

***

(10)
Density functional theory data (wB97M-V/def2-TZVPD) for a structure of composition C3H5BeO3 at a distorted geometry.

Atoms and positions in Å:
H (2.93, 0.63, -2.17)
O (2.20, 1.18, -1.86)
C (0.69, -1.00, -2.27)
C (1.86, 0.92, -0.50)
O (1.05, -1.95, -2.77)
O (0.03, -0.15, -1.70)
C (0.39, 0.64, -0.43)
Be (1.86, 2.58, -2.49)
H (2.15, 1.77, 0.14)
H (2.38, 0.03, -0.12)
H (-0.21, 1.56, -0.50)
H (0.09, -0.04, 0.37)

Total charge: +2
DFT total energy (eV): -9713.161
Expectation value of S²: 0.75
E_LUMO (alpha / beta) (Ha): -0.3499 / -0.3688
Multiplicity: 2
F_max (eV Å⁻¹): 2.8
HOMO-LUMO gap (alpha / beta) (eV): 7.804 / 13.401

***

(11)
Density functional theory data (wB97M-V/def2-TZVPD) for a structure of composition C3H5Br2Cl at a distorted geometry.

Atoms and positions in Å:
C (-0.78, -0.05, 1.14)
C (-0.01, -0.78, 0.38)
C (-0.80, 0.62, -3.21)
Cl (0.82, 0.42, -3.82)
Br (-1.87, 1.83, -4.12)
Br (-1.80, -1.14, -3.21)
H (-1.79, -0.08, 1.39)
H (-0.68, 1.00, -2.23)
H (-0.19, 0.61, 1.75)
H (1.04, -0.53, 0.19)
H (-0.53, -1.59, -0.10)

DFT total energy (eV): -155797.731
E_LUMO (Ha): 0.0027
F_max (eV Å⁻¹): 2.9
HOMO-LUMO gap (eV): 10.344

***

(12)
Density functional theory data (wB97M-V/def2-TZVPD) for an isolated molecule of C3H5Br3Si at a distorted geometry.

Atoms and positions in Å:
C (-1.37, -0.08, -1.64)
C (-1.09, 0.10, -0.37)
C (-0.01, -0.81, 0.44)
Si (1.34, 0.38, 1.08)
Br (2.99, -0.66, 2.43)
Br (2.40, 0.92, -0.88)
Br (0.60, 2.27, 1.91)
H (-2.07, 0.64, -2.10)
H (-1.03, -0.95, -2.24)
H (-1.40, 0.97, 0.25)
H (0.25, -1.60, -0.29)
H (-0.62, -1.17, 1.41)

SMILES: C=CC[Si](Br)(Br)Br
DFT total energy (eV): -221199.904
E_LUMO (Ha): -0.0050
F_max (eV Å⁻¹): 3.7
HOMO-LUMO gap (eV): 9.983